# 1
Computed, not measured: a 13-piece molecular cluster, C52H104O13 overall at a distorted geometry, with ωB97M-V/def2-TZVPD.

Values from the calculation:
ΔE to the lowest compared entry with this formula, charge and spin: 6.225 eV
HOMO level: -9.3515 eV

Each line ends with the Löwdin charge.
Atoms and positions in Å:
C (-11.88827, -5.12610, 12.88148)  -0.219
C (-12.97245, -6.07759, 12.42939)  -0.156
C (-13.90373, -6.12508, 13.65037)  -0.153
O (-13.27428, -5.14689, 14.53418)  -0.166
C (-12.48427, -4.19173, 13.83655)  -0.217
H (-11.46617, -4.59423, 12.02881)  0.111
H (-11.01807, -5.60710, 13.32812)  0.119
H (-12.60277, -7.06853, 12.16583)  0.107
H (-13.49886, -5.71535, 11.54634)  0.107
H (-14.00241, -7.02048, 14.26408)  0.116
H (-14.90613, -5.79814, 13.37395)  0.107
H (-11.79728, -3.64478, 14.48230)  0.127
H (-13.11033, -3.46627, 13.31707)  0.117
C (-10.60914, -2.15273, 7.50802)  -0.176
C (-9.33212, -1.65571, 6.80692)  -0.136
C (-9.63806, -1.93648, 5.27585)  -0.187
O (-11.04198, -1.79832, 5.15395)  -0.130
C (-11.59568, -2.10983, 6.41042)  -0.258
H (-10.98583, -1.58428, 8.35834)  0.112
H (-10.54120, -3.20117, 7.79831)  0.107
H (-8.40408, -2.12844, 7.12843)  0.102
H (-9.20255, -0.57869, 6.91343)  0.103
H (-9.29575, -2.91941, 4.95219)  0.113
H (-9.15898, -1.10223, 4.76340)  0.112
H (-12.14014, -3.05314, 6.36752)  0.116
H (-12.29354, -1.28055, 6.52613)  0.119
C (-21.48263, -13.30474, 4.72219)  -0.178
C (-20.49719, -14.14364, 5.43903)  -0.214
C (-21.05672, -15.54880, 5.29341)  -0.216
O (-21.74764, -15.53327, 4.04761)  -0.154
C (-21.99702, -14.18827, 3.56136)  -0.145
H (-20.89779, -12.44873, 4.38557)  0.109
H (-22.15091, -13.00610, 5.52986)  0.115
H (-20.36408, -13.88262, 6.48891)  0.115
H (-19.51865, -14.22021, 4.96500)  0.113
H (-21.74675, -15.67513, 6.12767)  0.108
H (-20.36350, -16.38673, 5.36708)  0.118
H (-23.07173, -14.14364, 3.38499)  0.114
H (-21.40576, -14.03179, 2.65912)  0.116
C (-17.07653, -2.06749, 3.71729)  -0.148
C (-18.14910, -3.05420, 4.17477)  -0.163
C (-19.22660, -2.82463, 3.09323)  -0.209
O (-18.66579, -2.26684, 1.90536)  -0.127
C (-17.65898, -1.43938, 2.39429)  -0.218
H (-16.10583, -2.55272, 3.61534)  0.102
H (-16.88703, -1.32296, 4.49050)  0.098
H (-18.46991, -2.89153, 5.20371)  0.104
H (-17.77209, -4.07325, 4.08809)  0.102
H (-20.01861, -2.18121, 3.47641)  0.116
H (-19.59901, -3.80554, 2.79790)  0.114
H (-18.00135, -0.41416, 2.53503)  0.111
H (-16.98939, -1.40504, 1.53489)  0.117
C (-23.78797, -9.31461, 1.02787)  -0.137
C (-23.27809, -8.04696, 1.77842)  -0.141
C (-21.71628, -8.25896, 1.78636)  -0.204
O (-21.52080, -9.38198, 0.98540)  -0.199
C (-22.58664, -9.68371, 0.08921)  -0.176
H (-24.68860, -9.15986, 0.43372)  0.102
H (-23.86329, -10.14721, 1.72730)  0.108
H (-23.62176, -8.06361, 2.81269)  0.094
H (-23.53557, -7.09966, 1.30466)  0.101
H (-21.39211, -8.52131, 2.79343)  0.111
H (-21.12836, -7.48198, 1.29774)  0.113
H (-22.58745, -10.68951, -0.33089)  0.113
H (-22.23160, -9.08396, -0.74885)  0.114
C (-21.48396, -6.21572, 7.40496)  -0.176
C (-22.67509, -7.10933, 7.62052)  -0.167
C (-22.69482, -7.51712, 9.12637)  -0.187
O (-21.44077, -7.08182, 9.51750)  -0.134
C (-21.01485, -5.97407, 8.80592)  -0.245
H (-21.70031, -5.33699, 6.79739)  0.118
H (-20.70386, -6.85934, 6.99838)  0.110
H (-22.53964, -7.90216, 6.88486)  0.102
H (-23.65309, -6.66688, 7.43117)  0.102
H (-22.73233, -8.58871, 9.32230)  0.122
H (-23.49588, -6.99152, 9.64613)  0.114
H (-19.92813, -5.89522, 8.77571)  0.121
H (-21.37895, -5.05875, 9.27252)  0.120
C (-8.03618, -9.54989, 7.11746)  -0.198
C (-8.47424, -8.67476, 5.98218)  -0.158
C (-8.91542, -7.38503, 6.63735)  -0.207
O (-9.00024, -7.71457, 8.01476)  -0.164
C (-8.59083, -9.06253, 8.38209)  -0.189
H (-6.96337, -9.53770, 7.30990)  0.118
H (-8.36679, -10.56906, 6.91726)  0.117
H (-9.32260, -9.04098, 5.40401)  0.113
H (-7.63442, -8.43406, 5.33036)  0.113
H (-9.86641, -6.96603, 6.30848)  0.113
H (-8.19379, -6.56821, 6.65024)  0.112
H (-9.51226, -9.49833, 8.76829)  0.116
H (-7.82857, -9.10888, 9.15985)  0.115
C (-13.04251, -16.27468, 6.01760)  -0.203
C (-11.82184, -17.01243, 6.52696)  -0.164
C (-11.96725, -18.36882, 5.77907)  -0.154
O (-13.41632, -18.54017, 5.99338)  -0.170
C (-14.10299, -17.28458, 5.75870)  -0.194
H (-12.77942, -15.78531, 5.07983)  0.107
H (-13.43998, -15.40355, 6.53842)  0.107
H (-11.77074, -17.30333, 7.57618)  0.108
H (-10.87152, -16.49929, 6.37970)  0.106
H (-11.31038, -19.12476, 6.20939)  0.113
H (-11.75389, -18.35844, 4.71020)  0.110
H (-14.93684, -17.10543, 6.43745)  0.118
H (-14.41878, -17.38927, 4.72071)  0.116
C (-12.04076, -8.16671, 0.73816)  -0.191
C (-11.01643, -8.19660, -0.40135)  -0.162
C (-10.00092, -7.11264, -0.01535)  -0.207
O (-10.83954, -6.11646, 0.57823)  -0.145
C (-11.96782, -6.77217, 1.26467)  -0.186
H (-11.86263, -8.76928, 1.62882)  0.107
H (-13.08206, -8.33686, 0.46461)  0.108
H (-11.43568, -7.86583, -1.35158)  0.111
H (-10.64432, -9.20913, -0.55754)  0.107
H (-9.48703, -6.84586, -0.93884)  0.116
H (-9.27832, -7.48142, 0.71263)  0.112
H (-12.87044, -6.24550, 0.95488)  0.116
H (-11.84219, -6.79554, 2.34715)  0.114
C (-17.72050, -0.83434, 9.82031)  -0.214
C (-17.87941, -0.54665, 11.26998)  -0.160
C (-17.85409, -1.99040, 11.87673)  -0.170
O (-17.13553, -2.66258, 10.87326)  -0.173
C (-16.70097, -1.90569, 9.77567)  -0.223
H (-17.38509, 0.07029, 9.31311)  0.120
H (-18.61179, -1.29135, 9.39036)  0.125
H (-18.78008, 0.03653, 11.46176)  0.110
H (-17.00965, 0.05628, 11.53097)  0.112
H (-18.86200, -2.40383, 11.91270)  0.112
H (-17.30731, -2.20541, 12.79483)  0.117
H (-16.73932, -2.46068, 8.83832)  0.120
H (-15.67036, -1.67418, 10.04465)  0.123
C (-16.44076, -9.07635, 6.10017)  -0.197
C (-15.94030, -8.23292, 7.24864)  -0.151
C (-14.37717, -8.22715, 7.15385)  -0.154
O (-14.20683, -8.57814, 5.76698)  -0.157
C (-15.19226, -9.54452, 5.46911)  -0.245
H (-16.96892, -8.41476, 5.41355)  0.110
H (-17.14069, -9.85040, 6.41487)  0.116
H (-16.25861, -8.74668, 8.15574)  0.103
H (-16.40387, -7.24746, 7.20308)  0.106
H (-13.86199, -9.03568, 7.67248)  0.108
H (-13.77583, -7.35352, 7.40536)  0.115
H (-14.97082, -10.57156, 5.75935)  0.122
H (-15.31132, -9.43392, 4.39130)  0.123
C (-14.53424, -13.81979, 0.66011)  -0.187
C (-14.51897, -15.25430, 0.27127)  -0.185
C (-15.99515, -15.66395, 0.27250)  -0.185
O (-16.81617, -14.51073, 0.58121)  -0.117
C (-15.96206, -13.42264, 0.29739)  -0.231
H (-13.81489, -13.28000, 0.04427)  0.111
H (-14.27895, -13.65136, 1.70632)  0.111
H (-13.96894, -15.84612, 1.00292)  0.110
H (-14.14457, -15.31946, -0.75034)  0.113
H (-16.22841, -16.45675, 0.98324)  0.115
H (-16.18881, -16.04905, -0.72865)  0.110
H (-16.26418, -12.52749, 0.84101)  0.118
H (-15.99115, -13.14179, -0.75541)  0.117
C (-14.00268, -13.39765, 11.79066)  -0.161
C (-14.76785, -14.61200, 11.35678)  -0.184
C (-16.19888, -14.38838, 11.84711)  -0.205
O (-16.19171, -13.23351, 12.65294)  -0.156
C (-15.11395, -12.40022, 12.24967)  -0.183
H (-13.47437, -13.00997, 10.91963)  0.105
H (-13.33213, -13.57931, 12.63058)  0.109
H (-14.33802, -15.52151, 11.77646)  0.107
H (-14.73994, -14.70826, 10.27139)  0.104
H (-16.57765, -15.26600, 12.37096)  0.122
H (-16.78675, -14.06544, 10.98792)  0.115
H (-14.88623, -11.67621, 13.03201)  0.118
H (-15.50196, -11.84322, 11.39685)  0.109

=====

# 2
Computed, not measured: C12H14ClNO9P2RuS as an isolated structure at a distorted geometry, with ωB97M-V/def2-TZVPD.

Values from the calculation:
Total charge: +1
Spin multiplicity: 6
ΔE to the lowest compared entry with this formula, charge and spin: 0.341 eV
HOMO level (alpha / beta): -11.7934 / -11.1483 eV

Each line ends with the natural charge from an NBO analysis.
Atoms and positions in Å:
Ru (-0.13599, -0.09586, 0.23931)  1.663
C (-4.56343, 0.87909, -0.69720)  -0.654
C (-3.16685, 0.65838, -0.15579)  -0.474
O (-2.22575, 0.25651, -1.16738)  -0.748
P (-2.38155, 2.17722, 0.50043)  2.380
O (-2.41498, 3.12369, -0.76129)  -0.971
O (-3.31415, 2.91975, 1.52684)  -0.970
O (-1.00860, 1.92482, 1.03908)  -1.131
P (-3.17129, -0.67965, 1.17991)  2.351
O (-3.40970, 0.21726, 2.51843)  -1.037
O (-4.25019, -1.65197, 0.99463)  -1.080
O (-1.72351, -1.16107, 1.21227)  -1.145
H (-4.54212, 1.54925, -1.55700)  0.237
H (-5.20831, 1.30599, 0.07043)  0.249
H (-4.99006, -0.08237, -0.98674)  0.253
H (-2.60016, -0.46285, -1.69087)  0.513
H (-1.93639, 3.95849, -0.64231)  0.528
H (-3.33507, 2.49442, 2.39870)  0.541
H (-4.10479, -0.20206, 3.05082)  0.528
Cl (6.22211, -3.04831, -2.17734)  0.088
C (4.61641, -2.70704, -1.71153)  -0.024
C (3.80141, -3.74251, -1.21757)  -0.181
C (2.51855, -3.48158, -0.83303)  -0.202
C (1.97015, -2.15954, -0.90806)  0.378
O (0.78817, -1.95535, -0.51173)  -0.578
C (2.82332, -1.11584, -1.44007)  -0.170
C (2.35631, 0.24164, -1.57920)  0.440
O (1.21122, 0.64511, -1.37509)  -0.619
C (4.12181, -1.41373, -1.82355)  -0.186
H (4.20426, -4.74388, -1.14764)  0.250
H (1.87583, -4.26337, -0.45078)  0.248
H (3.09934, 0.97212, -1.93119)  0.157
H (4.76122, -0.63455, -2.22164)  0.241
S (2.21884, 1.31080, 4.05591)  0.527
C (1.14408, 0.01909, 4.38118)  -0.428
C (0.69936, -0.52371, 3.22193)  -0.046
N (1.20761, 0.07142, 2.09212)  -0.548
C (2.01169, 1.05831, 2.38412)  -0.136
H (0.89841, -0.26756, 5.38993)  0.268
H (0.01036, -1.34823, 3.11961)  0.253
H (2.51006, 1.66327, 1.64152)  0.236

=====

# 3
Computed, not measured: the molecule C2H2N2O3 at a distorted geometry, with ωB97M-V/def2-TZVPD.

Values from the calculation:
SMILES: O=C=NN(O)C=O
ΔE to the lowest compared entry with this formula, charge and spin: 4.397 eV
HOMO level: -9.7294 eV

Each line ends with the natural charge from an NBO analysis.
Atoms and positions in Å:
O (2.45467, 2.62182, 1.50002)  -0.430
C (1.61378, 1.87614, 1.21694)  0.827
N (0.53223, 1.53167, 0.70598)  -0.425
N (0.02252, -0.05150, 0.46271)  0.040
O (0.98960, -0.96129, 0.32732)  -0.544
C (-1.21202, -0.18746, -0.04509)  0.457
O (-1.65432, -1.28070, -0.38551)  -0.600
H (0.69515, -1.79379, -0.16324)  0.520
H (-1.87807, 0.68240, 0.31836)  0.156